{"formula": "C2H4NP", "method": "wB97M-V/def2-TZVPD", "gap_ev": 9.8, "relative_energy_kj_mol": 230.1, "largest_force_ev_per_a": 5.48, "multiplicity": 1, "homo_ev": -9.579, "species": ["C", "C", "N", "P", "H", "H", "H", "H"], "xyz": [[-0.90266, 0.65213, -0.04952], [0.68812, -0.40202, -0.07554], [-1.90562, -0.06878, 0.11298], [2.17966, 0.26908, 0.00937], [-0.71316, 1.66495, -0.34181], [0.63265, -1.53987, 0.04387], [-2.83681, 0.37684, 0.02427], [2.85781, -0.95233, 0.27638]], "forces_ev_per_angstrom": [[3.33, -4.30, -0.66], [-3.14, 0.43, 0.76], [-0.65, 0.56, -0.06], [0.54, 0.60, 0.14], [-0.14, 0.67, 0.09], [-0.85, 1.87, -0.22], [0.76, 0.14, 0.19], [0.14, 0.04, -0.25]]}